(1)
The following is a DFT calculation (the ωB97M-V functional and the def2-TZVPD basis) of a structure of composition C24H39FGaN3O3S3Si at a distorted geometry.

Each line ends with the Löwdin charge.
Geometry (Å):
Ga1 0.954 0.367 -1.481  1.027
C1 -1.058 2.614 2.922  -0.116
Si1 0.485 2.710 1.802  0.604
C2 2.032 0.151 1.816  -0.182
C3 1.480 4.336 1.963  -0.139
N1 -0.036 2.236 0.218  -0.023
C4 -0.930 3.018 -0.424  -0.301
C5 -1.355 4.304 -0.001  -0.007
C6 -2.309 5.029 -0.674  -0.027
C7 -2.901 4.537 -1.831  0.001
C8 -2.515 3.287 -2.299  0.030
C9 -1.576 2.574 -1.600  -0.165
F1 -1.252 1.309 -2.072  -0.090
H1 -0.799 2.707 3.972  0.044
H2 -1.606 1.684 2.793  0.037
H3 -1.736 3.427 2.673  0.040
H4 2.757 -0.480 2.344  0.151
H5 2.434 0.365 0.819  0.080
H6 0.725 -1.069 0.764  0.096
H7 2.076 4.361 2.872  0.041
H8 0.844 5.215 1.988  0.032
H9 2.164 4.465 1.127  0.046
H10 -0.911 4.721 0.883  0.081
H11 -2.595 5.997 -0.293  0.126
H12 -3.654 5.105 -2.351  0.130
H13 -2.946 2.860 -3.191  0.129
C10 -1.186 -3.742 -3.804  -0.526
C11 0.285 -3.931 -4.150  -0.490
S1 1.347 -2.533 -3.627  0.834
C12 1.872 -1.777 -5.197  -0.509
C13 0.737 -1.101 -5.939  -0.514
S2 0.077 0.321 -4.984  0.807
C14 -1.717 0.049 -5.095  -0.533
C15 -2.221 -1.066 -4.186  -0.522
S3 -2.112 -2.712 -4.992  0.899
H14 -1.313 -3.323 -2.807  0.067
H15 -1.679 -4.713 -3.851  0.075
H16 0.430 -4.084 -5.218  0.085
H17 0.668 -4.801 -3.616  0.075
H18 2.325 -2.558 -5.808  0.090
H19 2.641 -1.057 -4.911  0.076
H20 -0.092 -1.787 -6.120  0.021
H21 1.102 -0.723 -6.895  0.086
H22 -1.986 -0.141 -6.134  0.084
H23 -2.150 1.002 -4.793  0.053
H24 -3.283 -0.908 -3.991  0.072
H25 -1.675 -1.086 -3.241  0.045
O1 -2.765 -2.994 6.444  0.000
C16 -2.438 -1.671 6.678  -0.236
N2 -1.254 -1.245 5.926  0.111
C17 -1.353 -0.919 4.630  -0.460
O2 -2.402 -0.896 4.011  0.093
C18 -0.111 -0.452 3.907  -0.073
C19 0.746 0.449 4.567  -0.002
C20 1.600 1.347 3.975  -0.048
C21 1.885 1.461 2.569  -0.278
N3 0.798 -0.567 1.640  0.077
C22 -0.118 -0.799 2.565  0.018
H26 -3.265 -3.075 5.623  0.101
H27 -2.201 -1.575 7.739  0.139
H28 -3.248 -0.983 6.407  0.139
H29 -0.356 -1.449 6.333  0.150
H30 0.627 0.516 5.639  0.128
H31 2.053 2.089 4.616  0.138
H32 2.795 2.035 2.417  0.120
H33 -0.974 -1.378 2.237  0.159
C23 3.484 -3.494 0.423  -0.057
C24 3.639 -2.217 -0.389  -0.267
O3 2.359 -1.679 -0.770  -0.328
H34 4.438 -4.008 0.494  0.089
H35 2.779 -4.167 -0.059  0.082
H36 3.133 -3.286 1.431  0.070
H37 4.219 -2.406 -1.296  0.124
H38 4.135 -1.435 0.185  0.111
H39 1.954 -2.366 -1.317  -0.020

Results
- ΔE to the lowest compared entry with this formula, charge and spin (kJ/mol) = 380.4
- HOMO (alpha / beta) (eV) = -12.813 / -12.813
- HOMO-LUMO gap (alpha / beta) (eV) = 5.0 / 4.7
- spin multiplicity = 1
- net charge = +2

=====

(2)
The following is a DFT calculation (the ωB97M-V functional and the def2-TZVPD basis) of a cluster of 2 separate species, C3H10NS in total at a distorted geometry.

Each line ends with the Löwdin charge.
Geometry (Å):
C1 -2.122 -0.157 -1.789  -0.694
S1 -0.338 -0.522 -1.445  0.072
H1 -2.728 -0.099 -0.885  -0.021
H2 -2.075 0.843 -2.231  -0.037
H3 -2.559 -0.789 -2.564  -0.026
C2 1.965 -0.407 1.492  -0.136
C3 0.606 0.192 1.900  -0.413
N1 0.319 1.416 1.177  -0.035
H4 2.659 0.412 1.306  0.058
H5 2.284 -1.017 2.339  0.052
H6 1.835 -0.959 0.562  0.027
H7 -0.158 -0.596 1.976  0.084
H8 0.725 0.437 2.973  0.084
H9 0.304 1.271 0.172  -0.036
H10 -0.423 1.830 1.657  0.021

Results
- ΔE to the lowest compared entry with this formula, charge and spin (kJ/mol) = 101.4
- HOMO (eV) = -2.284
- HOMO-LUMO gap (eV) = 6.6
- spin multiplicity = 1
- net charge = -1

=====

(3)
The following is a DFT calculation (the ωB97M-V functional and the def2-TZVPD basis) of a structure of composition CH14FO6Zr at a distorted geometry.

Each line ends with the Löwdin charge.
Geometry (Å):
Zr1 29.676 13.045 -9.978  2.410
F1 31.268 12.209 -11.199  -0.388
C1 32.337 14.597 -13.696  -0.090
O1 32.972 13.340 -13.740  0.021
H1 32.714 15.169 -12.838  0.105
H2 32.608 15.091 -14.625  0.118
H3 31.235 14.611 -13.622  0.090
H4 32.743 12.842 -12.941  0.061
O2 30.830 9.516 -11.801  -0.013
H5 31.135 9.098 -12.620  0.110
H6 31.056 10.447 -11.901  -0.002
O3 33.845 12.451 -9.963  -0.026
H7 33.087 12.181 -10.492  -0.020
H8 34.569 12.558 -10.599  0.084
O4 29.101 10.811 -10.165  -0.113
H9 28.514 10.354 -9.523  0.150
H10 29.428 10.091 -10.799  0.110
O5 28.650 12.608 -12.010  -0.087
H11 29.063 12.671 -12.898  0.145
H12 27.682 12.556 -12.179  0.157
O6 31.697 14.138 -9.322  -0.095
H13 32.080 14.977 -9.655  0.141
H14 32.365 13.786 -8.685  0.135

Results
- ΔE to the lowest compared entry with this formula, charge and spin (kJ/mol) = 25.4
- HOMO (eV) = -20.265
- HOMO-LUMO gap (eV) = 3.1
- spin multiplicity = 1
- net charge = +3

=====

(4)
The following is a DFT calculation (the ωB97M-V functional and the def2-TZVPD basis) of a structure of composition C3H4OS2 at a distorted geometry.

Each line ends with the Löwdin charge.
Geometry (Å):
C1 2.131 0.046 -0.707  0.107
C2 1.229 -0.227 0.000  -0.282
C3 0.012 -0.562 0.679  -0.307
O1 -1.449 1.552 0.487  -0.468
S1 -2.841 -0.914 -0.498  0.250
S2 -1.374 0.273 -0.230  0.301
H1 3.024 0.451 -1.246  0.070
H2 0.093 0.451 1.674  0.226
H3 -0.115 -1.462 1.228  0.073
H4 -0.711 0.392 -1.388  0.029

Results
- ΔE to the lowest compared entry with this formula, charge and spin (kJ/mol) = 500.0
- HOMO (eV) = -9.626
- HOMO-LUMO gap (eV) = 10.2
- spin multiplicity = 1

=====

(5)
The following is a DFT calculation (the ωB97M-V functional and the def2-TZVPD basis) of a cluster of 2 separate species, CClFI2 in total at a distorted geometry.

Each line ends with the Löwdin charge.
Geometry (Å):
C1 0.165 0.710 -0.883  -0.559
F1 -0.922 0.073 -1.137  -0.036
Cl1 0.910 0.274 0.575  0.602
I1 -1.853 -3.134 2.925  -0.001
I2 0.408 -4.227 1.919  -0.005

Results
- ΔE to the lowest compared entry with this formula, charge and spin (kJ/mol) = 1.1
- HOMO (eV) = -9.579
- HOMO-LUMO gap (eV) = 7.6
- spin multiplicity = 1

=====

(6)
The following is a DFT calculation (the ωB97M-V functional and the def2-TZVPD basis) of a cluster of 2 separate species, C21H29N3O4 in total at a distorted geometry.

Each line ends with the Löwdin charge.
Geometry (Å):
O1 -0.226 -3.132 -1.162  0.037
O2 4.093 1.594 -1.602  0.079
O3 -3.010 -2.305 2.037  0.053
O4 3.511 1.067 0.515  0.108
C1 -0.496 -3.160 0.034  -0.487
C2 3.479 1.856 -0.582  -0.495
C3 -2.025 -2.437 2.753  -0.481
C4 0.266 3.624 0.239  -0.256
C5 1.200 3.002 -0.569  -0.119
C6 -1.871 1.635 -1.946  -0.016
C7 -1.480 0.747 -2.953  -0.038
C8 0.847 1.283 -2.538  0.037
C9 0.459 2.157 -1.512  -0.125
C10 -0.892 2.321 -1.229  -0.234
C11 -0.121 0.561 -3.257  -0.233
N1 -0.994 3.208 -0.173  0.115
N2 -2.177 -2.935 3.984  0.034
N3 -0.422 -2.068 0.823  0.003
C12 -0.892 -4.499 0.636  0.016
C13 0.477 4.600 1.364  -0.014
C14 2.706 3.173 -0.530  -0.032
C15 -1.138 -3.148 4.992  -0.065
C16 -0.203 0.004 -5.702  -0.105
C17 0.288 -0.430 -4.320  -0.213
C18 0.031 -0.776 0.332  -0.118
C19 0.559 -0.039 1.559  -0.145
C20 -0.382 -0.529 2.653  -0.113
C21 -0.629 -1.996 2.275  -0.195
H1 4.056 0.311 0.250  0.130
H2 -2.922 1.767 -1.712  0.107
H3 -2.236 0.186 -3.493  0.113
H4 1.896 1.146 -2.775  0.108
H5 -1.873 3.506 0.244  0.163
H6 -3.127 -3.181 4.220  0.145
H7 -0.294 -4.705 1.519  0.075
H8 -0.720 -5.279 -0.104  0.084
H9 -1.951 -4.480 0.884  0.080
H10 -0.076 5.523 1.165  0.082
H11 1.531 4.855 1.487  0.071
H12 0.115 4.169 2.303  0.080
H13 3.014 3.702 0.372  0.112
H14 3.002 3.783 -1.388  0.133
H15 -0.417 -3.888 4.640  0.081
H16 -1.592 -3.512 5.916  0.087
H17 -0.619 -2.211 5.208  0.077
H18 0.144 -0.704 -6.461  0.069
H19 0.183 0.997 -5.949  0.078
H20 -1.296 0.034 -5.735  0.066
H21 -0.126 -1.413 -4.077  0.115
H22 1.378 -0.531 -4.342  0.108
H23 -0.820 -0.240 -0.086  0.125
H24 0.816 -0.877 -0.419  0.126
H25 0.513 1.042 1.441  0.102
H26 1.576 -0.366 1.778  0.109
H27 0.067 -0.434 3.642  0.112
H28 -1.315 0.037 2.601  0.129
H29 0.135 -2.613 2.747  0.138

Results
- ΔE to the lowest compared entry with this formula, charge and spin (kJ/mol) = 41.3
- HOMO (eV) = -7.768
- SMILES string = CCc1ccc2[nH]c(C)c(CC(=O)O)c2c1.CNC(=O)[C@@H]1CCCN1C(C)=O
- HOMO-LUMO gap (eV) = 8.2
- spin multiplicity = 1

=====

(7)
The following is a DFT calculation (the ωB97M-V functional and the def2-TZVPD basis) of a structure of composition C2H18BO7Y at a distorted geometry.

Each line ends with the Löwdin charge.
Geometry (Å):
Y1 -0.175 0.014 0.043  1.544
B1 -2.575 -0.944 0.833  -0.398
H1 -3.063 -0.209 0.212  -0.051
H2 -3.304 -1.602 1.281  -0.028
H3 -1.840 -1.464 0.237  -0.086
H4 -2.050 -0.400 1.602  -0.060
O1 0.950 1.507 -1.525  -0.418
C1 2.300 1.735 -1.188  -0.373
C2 3.082 0.544 -0.420  -0.355
O2 2.290 -0.297 0.435  -0.426
H5 2.267 2.638 -0.578  0.070
H6 2.900 2.084 -2.028  0.079
H7 3.964 0.941 0.083  0.073
H8 3.641 -0.043 -1.149  0.066
O3 0.188 -1.846 1.494  -0.095
H9 -0.166 -2.025 2.365  0.088
H10 0.738 -2.604 1.298  0.081
O4 -1.703 -0.117 -1.906  -0.086
H11 -1.581 -0.598 -2.725  0.076
H12 -2.488 -0.503 -1.516  0.032
O5 -1.563 1.826 0.125  -0.099
H13 -1.602 2.335 -0.685  0.084
H14 -2.146 2.289 0.728  0.099
O6 0.169 -2.010 -1.299  -0.071
H15 0.686 -2.795 -1.116  0.082
H16 0.188 -1.928 -2.253  0.076
O7 0.186 1.048 2.192  -0.067
H17 0.269 0.501 2.973  0.076
H18 0.436 1.924 2.485  0.088

Results
- ΔE to the lowest compared entry with this formula, charge and spin (kJ/mol) = 0.0
- HOMO (eV) = -6.822
- HOMO-LUMO gap (eV) = 6.6
- spin multiplicity = 1

=====

(8)
The following is a DFT calculation (the ωB97M-V functional and the def2-TZVPD basis) of a cluster of 2 separate species, C4H13N2O in total.

Each line ends with the Löwdin charge.
Geometry (Å):
C1 -0.339 0.237 1.658  -0.069
C2 0.171 1.647 1.429  -0.171
N1 1.696 1.599 1.448  0.188
H1 -1.416 0.215 1.729  0.096
H2 -0.017 -0.381 0.817  0.050
H3 0.075 -0.171 2.576  0.090
H4 -0.094 2.024 0.447  0.126
H5 -0.123 2.368 2.184  0.130
H6 2.024 1.282 2.362  0.172
H7 2.131 2.506 1.278  0.173
H8 2.029 0.966 0.718  0.171
O1 -0.402 -0.803 -3.970  0.086
C3 -0.184 -0.692 -2.800  -0.280
C4 -1.129 -1.164 -1.724  -0.247
N2 -0.442 -2.122 -0.851  -0.013
H9 0.781 -0.251 -2.469  0.114
H10 -1.426 -0.298 -1.127  0.100
H11 -2.018 -1.581 -2.205  0.123
H12 -1.105 -2.414 -0.134  0.078
H13 -0.211 -2.967 -1.364  0.083

Results
- ΔE to the lowest compared entry with this formula, charge and spin (kJ/mol) = 224.6
- HOMO (eV) = -12.704
- HOMO-LUMO gap (eV) = 8.8
- spin multiplicity = 1
- net charge = +1